{
  "formula": "C15H24NO2",
  "method": "wB97M-V/def2-TZVPD",
  "total_charge": 1,
  "homo_lumo_gap_ev": 9.21,
  "smiles": "CC(C)[NH2+]C[C@@H](O)COc1ccc2c(c1)CCC2",
  "de_lowest_kcal_mol": 0.0,
  "homo_ev": -11.5,
  "largest_force_ev_per_a": 0.76,
  "species": ["H", "H", "H", "H", "H", "C", "H", "H", "C", "H", "H", "H", "O", "C", "H", "C", "H", "H", "C", "H", "H", "H", "C", "C", "C", "H", "H", "N", "C", "H", "C", "H", "H", "C", "H", "H", "C", "O", "H", "C", "C", "C"],
  "coordinates": [[0.253603, -2.555447, -0.681849], [1.460960, -2.979148, -2.724205], [-0.523029, 3.368646, -3.667356], [-0.620467, 0.992121, -4.421131], [1.093059, 2.706900, -3.841893], [1.445516, -1.935863, -2.379852], [-1.607966, -1.190655, 0.022114], [0.484930, -1.323329, -4.227329], [0.170780, 2.634058, -3.270161], [-2.267076, -0.655583, 4.927228], [0.605942, 0.295975, -1.789749], [-0.627367, -1.483353, -2.846066], [0.947886, -0.616322, -0.408135], [-1.721004, 1.131249, -2.568939], [0.850791, 1.776148, 4.358652], [0.953231, 0.001566, 1.911088], [-2.819777, -0.880784, 2.146501], [-2.431365, 1.876057, -2.914613], [0.366813, -1.162053, -3.154163], [-2.167270, 1.064879, 4.556428], [-0.435694, 0.966814, 6.217436], [-0.066169, -0.711983, 5.824704], [0.260064, -0.493181, 0.813932], [-1.087849, -0.808007, 0.889066], [0.769640, 0.686780, 4.405731], [-1.531727, 1.312246, -1.512697], [1.986222, -2.400196, -0.327787], [0.562417, 0.269034, -2.843589], [-1.604559, 0.127481, 4.561037], [1.750956, 0.291151, 4.664458], [-0.434173, 1.241967, -3.371584], [-2.188830, 0.157611, -2.684988], [0.375391, 2.891231, -2.233465], [0.264896, 0.169300, 3.095020], [2.001056, 0.243195, 1.822376], [1.511374, 0.501985, -3.164638], [1.144943, -1.946515, -0.868594], [2.656973, -1.284405, -2.686169], [3.400863, -1.753289, -2.293816], [-0.322619, 0.258941, 5.399646], [-1.771002, -0.635067, 2.084495], [-1.090361, -0.150156, 3.182857]],
  "atomic_forces_ev_per_a": [[0.1, 0.1, 0.0], [-0.1, 0.2, 0.0], [-0.1, 0.0, 0.0], [0.1, -0.1, 0.1], [0.1, 0.0, -0.1], [-0.5, -0.1, 0.5], [0.0, 0.0, -0.1], [-0.1, 0.1, 0.1], [0.0, -0.2, -0.1], [-0.1, 0.0, 0.0], [0.0, 0.2, -0.4], [0.0, 0.1, 0.0], [-0.2, 0.1, 0.2], [0.1, -0.1, -0.2], [0.1, 0.0, 0.0], [0.0, -0.1, -0.3], [-0.1, 0.0, 0.0], [0.0, 0.1, 0.0], [0.3, -0.7, 0.0], [-0.1, 0.0, 0.0], [0.0, 0.0, 0.1], [0.0, 0.0, 0.0], [0.0, 0.1, 0.2], [0.1, 0.0, -0.2], [0.1, 0.1, 0.2], [0.0, 0.0, 0.1], [-0.1, 0.0, 0.0], [0.4, 0.1, 0.2], [-0.1, 0.0, 0.2], [0.0, 0.1, 0.0], [-0.4, 0.4, -0.1], [-0.1, -0.1, 0.0], [0.0, 0.0, 0.1], [-0.2, -0.1, -0.1], [0.2, 0.0, 0.0], [-0.2, 0.0, 0.1], [0.2, -0.4, -0.3], [0.2, 0.1, -0.1], [0.0, 0.0, 0.0], [0.0, 0.0, 0.1], [0.1, 0.0, 0.0], [0.2, 0.0, -0.1]],
  "mulliken_charge": [0.475, 0.417, 0.417, 0.243, 0.408, -0.048, 0.503, 0.475, -1.381, 0.376, 0.449, 0.357, -0.552, -1.287, 0.280, -0.825, 0.432, 0.443, -0.836, 0.288, 0.319, 0.301, 0.364, 0.381, -0.974, 0.340, 0.274, 0.014, -0.907, 0.373, 0.277, 0.364, 0.353, 0.461, 0.497, 0.424, -0.720, -0.567, 0.382, -0.649, -1.413, 0.471]
}

{
  "formula": "C15H24O4",
  "method": "wB97M-V/def2-TZVPD",
  "homo_lumo_gap_ev": 9.55,
  "smiles": "CCCCCCCCC1=C(C[C@@H](C)O)C(=O)OC1=O",
  "de_lowest_kcal_mol": 7.0,
  "homo_ev": -10.3,
  "largest_force_ev_per_a": 1.94,
  "species": ["H", "H", "H", "O", "H", "C", "C", "C", "C", "C", "C", "H", "H", "H", "C", "H", "H", "H", "C", "C", "O", "H", "C", "C", "C", "H", "H", "H", "H", "O", "H", "H", "H", "C", "C", "H", "H", "C", "H", "O", "H", "H", "H"],
  "coordinates": [[2.483956, 1.165848, 1.534826], [-2.316306, 1.993713, 1.602313], [-0.930807, 0.196278, 2.200704], [-1.304452, 3.799162, 3.145423], [-2.414132, -4.094733, 0.568578], [-1.909604, -2.106015, 1.120867], [-0.289827, -2.247666, -1.463755], [0.663942, -2.687240, -2.582405], [2.730410, 0.645528, 0.618407], [-0.490607, 3.691443, 2.257156], [1.454196, 4.017347, 1.186166], [0.085057, -2.894047, -3.477464], [-0.252574, -4.064340, -0.348766], [0.308848, -1.718880, -0.726010], [-2.171572, -0.672009, 0.652606], [2.116511, -0.235797, 0.477413], [1.339976, -1.880968, -2.841036], [3.757280, 0.304136, 0.668127], [2.594267, 1.539260, -0.584570], [1.226135, 2.208227, -0.726289], [0.639134, 4.502735, 2.177434], [-0.995939, -1.552194, -1.904564], [-0.420875, 2.715769, 1.138147], [-1.117136, 0.312004, 1.136209], [-2.178545, -3.165680, 0.054336], [-2.577650, -2.304104, 1.954251], [-0.901636, -2.213201, 1.510491], [0.483469, 1.484084, -1.032993], [-2.158901, -0.638515, -0.430567], [2.571099, 4.435738, 0.972507], [1.306826, 2.958160, -1.512410], [3.373335, 2.293430, -0.612919], [1.217239, -3.574576, -2.303439], [-0.990627, -3.455683, -0.860583], [-1.537849, 1.760962, 0.883456], [-3.064032, -2.912721, -0.520971], [-0.187642, 0.074998, 0.633748], [0.738304, 2.905742, 0.492848], [-1.933124, 1.896932, -0.117562], [2.794022, 0.682292, -1.722987], [-1.350228, -4.057448, -1.695028], [-3.147480, -0.335442, 0.986696], [2.757537, 1.227475, -2.508394]],
  "atomic_forces_ev_per_a": [[-0.1, 0.0, 0.2], [-0.3, 0.1, -0.1], [0.0, -0.1, 0.2], [1.2, 0.0, -1.5], [-0.1, -0.2, 0.0], [-0.6, 0.0, -0.1], [0.7, -0.4, -0.4], [-0.5, 0.4, 0.0], [0.3, 0.1, -0.3], [-0.6, 0.1, 1.2], [1.4, 0.1, -0.6], [0.0, -0.3, -0.2], [0.2, -0.1, 0.2], [-0.1, 0.2, 0.3], [0.5, 0.1, 0.2], [-0.3, -0.1, 0.1], [0.3, 0.1, 0.0], [0.2, -0.1, 0.1], [-0.1, -0.5, -0.7], [0.2, 0.5, 0.3], [0.0, 0.1, 0.4], [-0.2, 0.2, 0.1], [0.0, 0.2, -0.3], [-0.3, 0.0, -0.1], [0.5, -0.3, 0.4], [0.0, 0.0, 0.3], [0.3, 0.0, 0.0], [-0.1, -0.3, -0.1], [-0.2, 0.1, -0.2], [-1.7, -0.4, 0.4], [0.0, 0.1, -0.2], [0.1, 0.3, 0.3], [0.3, -0.2, 0.0], [-0.4, 0.4, -0.4], [0.5, -0.1, 0.5], [-0.1, 0.2, -0.2], [0.3, 0.0, -0.1], [-0.6, 0.0, 0.3], [0.0, 0.0, -0.3], [-0.1, 0.0, 0.3], [0.0, -0.2, -0.1], [-0.3, 0.0, 0.0], [0.1, 0.1, -0.3]],
  "mulliken_charge": [0.380, 0.500, 0.339, -0.547, 0.356, -0.897, 0.799, -1.552, -1.258, -0.050, 0.457, 0.375, 0.314, -0.319, -0.668, 0.134, 0.355, 0.397, 0.386, -0.887, -0.325, 0.206, 0.216, 0.300, -0.947, 0.465, 0.371, 0.369, 0.249, -0.555, 0.481, 0.365, 0.370, -0.758, -1.014, 0.344, -0.374, 0.545, 0.451, -0.551, 0.368, 0.485, 0.328]
}